C42H38ClIN5O4S2Ti | ωB97M-V/def2-TZVPD

Output
HOMO (alpha / beta) ... -7.45 / -7.55 eV
Total charge ... +1

Element x y z (Å)
Ti (0.403, -0.672, -0.136)
C (0.500, -4.914, 0.899)
C (1.462, -5.395, -0.005)
C (1.942, -4.561, -0.977)
C (1.493, -3.235, -1.032)
N (0.641, -2.745, -0.093)
C (0.137, -3.601, 0.824)
C (1.740, -2.308, -2.101)
C (2.408, -2.549, -3.278)
C (2.299, -1.635, -4.329)
C (1.488, -0.515, -4.186)
C (0.885, -0.251, -2.972)
N (1.067, -1.112, -1.908)
C (0.044, 0.847, -2.636)
C (-0.439, 1.794, -3.554)
C (-1.193, 2.847, -3.121)
C (-1.501, 2.938, -1.746)
C (-1.053, 1.961, -0.907)
N (-0.277, 0.919, -1.305)
H (0.075, -5.552, 1.662)
H (1.803, -6.421, 0.054)
H (2.644, -4.917, -1.718)
H (-0.563, -3.181, 1.532)
H (2.984, -3.456, -3.401)
H (2.804, -1.825, -5.266)
H (1.344, 0.158, -5.022)
H (-0.204, 1.676, -4.605)
H (-1.563, 3.587, -3.819)
H (-2.089, 3.756, -1.351)
H (-1.324, 1.979, 0.139)
Cl (4.284, 5.360, 1.876)
C (3.650, 3.791, 1.475)
C (3.403, 2.905, 2.466)
C (2.837, 1.636, 2.185)
I (2.436, 0.501, 3.884)
C (2.507, 1.240, 0.908)
O (1.916, 0.091, 0.600)
C (2.823, 2.180, -0.152)
N (2.565, 1.784, -1.424)
C (2.826, 2.603, -2.406)
C (3.364, 3.894, -2.230)
C (3.638, 4.311, -0.965)
C (3.379, 3.449, 0.126)
H (3.622, 3.171, 3.490)
H (2.601, 2.238, -3.407)
H (3.555, 4.528, -3.086)
H (4.065, 5.286, -0.776)
O (-0.655, -0.134, 1.592)
S (-1.302, 0.144, 2.936)
C (-3.058, 0.376, 2.526)
C (-3.866, -0.921, 2.595)
C (-3.484, -1.971, 1.546)
C (-4.049, -1.662, 0.152)
S (-2.806, -2.038, -1.093)
O (-1.605, -1.282, -0.600)
C (-3.388, -1.127, -2.490)
C (-3.262, -1.772, -3.713)
C (-3.580, -1.088, -4.878)
C (-4.018, 0.226, -4.808)
C (-4.125, 0.869, -3.578)
C (-3.802, 0.198, -2.412)
C (-0.951, 1.837, 3.377)
C (-0.215, 2.651, 2.540)
C (0.036, 3.963, 2.928)
C (-0.426, 4.427, 4.151)
C (-1.136, 3.581, 4.998)
C (-1.404, 2.279, 4.614)
H (-3.037, 0.822, 1.527)
H (-3.438, 1.109, 3.237)
H (-4.925, -0.667, 2.499)
H (-3.739, -1.355, 3.590)
H (-3.830, -2.952, 1.870)
H (-2.398, -2.014, 1.486)
H (-4.330, -0.616, 0.038)
H (-4.917, -2.283, -0.081)
H (-2.918, -2.799, -3.751)
H (-3.485, -1.583, -5.837)
H (-4.273, 0.756, -5.717)
H (-4.457, 1.898, -3.530)
H (-3.848, 0.722, -1.466)
H (0.200, 2.260, 1.622)
H (0.606, 4.612, 2.274)
H (-0.217, 5.444, 4.457)
H (-1.474, 3.936, 5.963)
H (-1.945, 1.613, 5.281)
C (2.717, -3.853, 4.002)
C (2.757, -2.962, 2.785)
N (3.926, -2.961, 2.090)
O (1.821, -2.267, 2.436)
H (3.036, -4.868, 3.761)
H (1.705, -3.869, 4.395)
H (3.389, -3.457, 4.768)
H (4.726, -3.485, 2.394)
H (4.021, -2.323, 1.318)

These are the Löwdin partial charges, in e, on atoms 1 to 6: Ti 1.05; C -0.05; C -0.05; C 0.00; C -0.19; N 0.00

C42H38FeN3OS3Se4 | ωB97M-V/def2-TZVPD

Output
Multiplicity ... 6
⟨S²⟩ ... 8.99
HOMO (alpha / beta) ... -5.98 / -7.18 eV
ΔE to the lowest compared entry with this formula, charge and spin ... 3.1690 eV
Total charge ... 0

Element x y z (Å)
Fe (-0.335, 1.397, -1.693)
N (-0.636, 0.305, 0.310)
C (-1.832, 0.685, 0.974)
C (-1.804, 1.237, 2.247)
C (-2.985, 1.619, 2.871)
C (-4.199, 1.440, 2.228)
C (-4.220, 0.890, 0.951)
C (-3.042, 0.518, 0.307)
C (-3.055, -0.005, -1.089)
C (-4.029, -0.952, -1.437)
C (-4.155, -1.420, -2.733)
C (-3.326, -0.907, -3.724)
C (-2.356, 0.025, -3.391)
C (-2.160, 0.449, -2.066)
H (0.199, 0.409, 0.866)
H (-0.676, -0.626, -0.083)
H (-0.851, 1.357, 2.754)
H (-2.950, 2.055, 3.863)
H (-5.126, 1.732, 2.712)
H (-5.165, 0.753, 0.433)
H (-4.693, -1.322, -0.660)
H (-4.900, -2.171, -2.972)
H (-3.428, -1.236, -4.755)
H (-1.736, 0.430, -4.177)
S (0.648, -0.736, -2.680)
C (1.095, -1.896, -1.495)
N (0.806, -3.223, -1.743)
C (1.494, -4.228, -0.955)
C (1.385, -3.855, 0.492)
N (1.936, -2.524, 0.706)
C (2.835, -2.402, 1.860)
C (4.197, -3.024, 1.606)
C (4.563, -4.199, 2.258)
C (5.804, -4.790, 2.026)
C (6.689, -4.209, 1.132)
C (6.331, -3.037, 0.470)
C (5.095, -2.445, 0.705)
C (1.776, -1.541, -0.250)
S (2.319, 0.059, 0.066)
C (0.120, -3.704, -2.943)
C (-1.025, -4.630, -2.591)
C (-1.155, -5.880, -3.183)
C (-2.223, -6.713, -2.857)
C (-3.168, -6.299, -1.928)
C (-3.044, -5.046, -1.331)
C (-1.979, -4.219, -1.662)
H (2.549, -4.294, -1.242)
H (1.020, -5.191, -1.126)
H (1.941, -4.568, 1.100)
H (0.334, -3.890, 0.795)
H (2.363, -2.910, 2.703)
H (2.926, -1.348, 2.098)
H (3.873, -4.656, 2.963)
H (6.076, -5.701, 2.547)
H (7.657, -4.665, 0.950)
H (7.021, -2.577, -0.228)
H (4.818, -1.529, 0.191)
H (0.830, -4.212, -3.606)
H (-0.261, -2.838, -3.471)
H (-0.416, -6.207, -3.910)
H (-2.314, -7.686, -3.326)
H (-3.997, -6.948, -1.669)
H (-3.783, -4.712, -0.611)
H (-1.887, -3.235, -1.207)
Se (1.835, 2.118, -2.406)
Se (1.749, 4.227, -3.241)
Se (-0.488, 4.768, -3.543)
Se (-1.738, 3.002, -2.600)
O (0.114, 3.002, 0.195)
S (-0.832, 4.048, 0.752)
C (-0.272, 4.308, 2.439)
C (-1.172, 4.835, 3.354)
C (-0.754, 5.066, 4.659)
C (0.550, 4.762, 5.034)
C (1.439, 4.221, 4.108)
C (1.029, 3.988, 2.801)
C (-0.302, 5.648, 0.144)
C (-1.264, 6.635, -0.014)
C (-0.889, 7.873, -0.516)
C (0.438, 8.105, -0.863)
C (1.392, 7.103, -0.698)
C (1.023, 5.863, -0.195)
H (-2.192, 5.057, 3.047)
H (-1.451, 5.471, 5.387)
H (0.873, 4.937, 6.055)
H (2.455, 3.980, 4.403)
H (1.699, 3.538, 2.073)
H (-2.303, 6.429, 0.240)
H (-1.634, 8.651, -0.656)
H (0.728, 9.065, -1.278)
H (2.426, 7.282, -0.976)
H (1.747, 5.062, -0.091)

These are the Löwdin partial charges, in e, on atoms 1 to 6: Fe -0.02; N 0.03; C -0.25; C -0.04; C -0.09; C -0.08

C42H38GaO6P2 | ωB97M-V/def2-TZVPD

Output
HOMO ... -11.26 eV
ΔE to the lowest compared entry with this formula, charge and spin ... 0.5794 eV
Total charge ... +1

Element x y z (Å)
Ga (0.418, 0.546, -0.560)
O (-1.436, -1.043, 1.979)
C (-1.098, -0.680, 3.270)
C (-1.896, -0.976, 4.364)
C (-1.482, -0.579, 5.627)
C (-0.296, 0.124, 5.796)
C (0.447, 0.487, 4.683)
C (0.042, 0.101, 3.406)
P (0.779, 0.916, 1.954)
C (0.142, 2.604, 2.235)
C (-1.189, 2.832, 1.883)
C (-1.782, 4.058, 2.140)
C (-1.046, 5.071, 2.742)
C (0.275, 4.846, 3.105)
C (0.869, 3.614, 2.860)
C (2.568, 0.945, 2.244)
C (3.354, 1.920, 1.622)
C (4.736, 1.857, 1.706)
C (5.345, 0.814, 2.395)
C (4.573, -0.162, 3.003)
C (3.185, -0.101, 2.925)
C (-1.672, -2.344, 1.610)
C (-1.909, -3.387, 2.499)
C (-2.229, -4.641, 2.002)
C (-2.318, -4.875, 0.637)
C (-2.023, -3.846, -0.238)
C (-1.674, -2.582, 0.237)
P (-1.127, -1.357, -0.989)
C (-2.616, -0.850, -1.900)
C (-3.885, -1.106, -1.383)
C (-5.019, -0.667, -2.063)
C (-4.893, 0.020, -3.262)
C (-3.629, 0.291, -3.777)
C (-2.501, -0.128, -3.093)
C (-0.162, -2.401, -2.142)
C (-0.613, -2.768, -3.409)
C (0.173, -3.583, -4.221)
C (1.408, -4.028, -3.772)
C (1.863, -3.663, -2.507)
C (1.082, -2.855, -1.694)
H (-2.845, -1.482, 4.234)
H (-2.103, -0.814, 6.487)
H (0.030, 0.418, 6.786)
H (1.333, 1.103, 4.798)
H (-1.769, 2.044, 1.417)
H (-2.818, 4.228, 1.871)
H (-1.505, 6.035, 2.933)
H (0.848, 5.633, 3.584)
H (1.894, 3.444, 3.165)
H (2.889, 2.722, 1.063)
H (5.341, 2.613, 1.220)
H (6.428, 0.764, 2.453)
H (5.048, -0.978, 3.536)
H (2.586, -0.870, 3.401)
H (-1.837, -3.245, 3.566)
H (-2.418, -5.448, 2.704)
H (-2.582, -5.856, 0.260)
H (-2.018, -4.031, -1.306)
H (-3.998, -1.649, -0.453)
H (-6.002, -0.872, -1.655)
H (-5.778, 0.349, -3.798)
H (-3.525, 0.840, -4.706)
H (-1.531, 0.129, -3.485)
H (-1.586, -2.439, -3.758)
H (-0.187, -3.874, -5.203)
H (2.022, -4.655, -4.409)
H (2.834, -3.999, -2.159)
H (1.448, -2.577, -0.712)
C (2.867, 2.035, -3.122)
C (2.478, 0.569, -3.036)
C (3.013, -0.232, -4.194)
O (1.023, 0.490, -3.020)
C (2.992, -0.003, -1.708)
O (4.131, -0.382, -1.609)
O (2.175, 0.030, -0.650)
H (2.509, 2.456, -4.063)
H (3.953, 2.127, -3.078)
H (2.431, 2.613, -2.307)
H (2.717, 0.227, -5.141)
H (2.652, -1.262, -4.154)
H (4.100, -0.259, -4.139)
H (0.743, -0.128, -3.703)
C (-2.533, 3.292, -1.541)
O (-1.759, 2.131, -1.150)
C (-0.403, 2.306, -1.023)
O (0.140, 3.356, -1.222)
H (-3.301, 2.935, -2.218)
H (-1.904, 4.032, -2.021)
H (-2.988, 3.718, -0.650)

These are the Löwdin partial charges, in e, on atoms 1 to 6: Ga 0.51; O -0.03; C -0.26; C -0.01; C -0.04; C -0.05